1.
# C2H11NO3

4 unconnected molecules or ions with the total composition C2H11NO3 at a distorted geometry (ωB97M-V with the def2-TZVPD basis set, the Open Molecules 2025 dataset).

CARTESIAN COORDINATES (ANGSTROEM)
O 1.49996 1.31055 -2.64044
N 0.40959 -0.51244 1.36361
H -2.16347 0.61632 -0.16559
O -1.79402 0.34796 -0.98774
C 0.47319 1.79068 2.10132
H 0.64457 2.58936 2.73364
H 0.20852 -1.42639 1.37831
H -0.89686 0.06363 -0.68627
H -1.48258 -3.58819 -0.36056
H 2.26792 2.00506 -2.68047
H -0.03962 2.32765 1.47232
H 0.24593 -0.15873 0.42555
H 1.46054 1.23155 -3.70040
H 1.32222 0.07764 3.23364
C 0.64173 0.46879 2.41303
H -1.43142 -2.38027 -1.40182
O -0.91749 -3.07443 -0.98177

Forces on the atoms, in the same order (eV/Å):
2.4 2.0 -4.3
0.8 5.1 0.0
-0.8 0.5 1.1
1.7 -0.8 -0.5
1.9 -4.2 4.1
1.5 0.8 2.5
-0.7 -3.9 1.1
-1.2 0.4 -0.9
0.4 0.9 -0.9
-2.0 -1.8 0.8
-3.2 1.1 -5.0
0.5 0.2 0.9
-0.4 -0.2 3.5
-1.4 0.7 -0.8
0.9 0.0 -2.6
-0.4 0.0 0.2
0.0 -0.7 0.8

Calculated values
Lowest unoccupied orbital energy, eV: 0.631
Kohn-Sham gap, eV: 9.0
Energy relative to the best compared isomer or geometry (same formula, charge and spin), kJ/mol: 286.16
SMILES string: C=CN.O.O.O
2S+1: 1

Atom charges from the Mulliken analysis, given in e for atoms 1 to 6: atom 1 (O): -0.64, atom 2 (N): -0.24, atom 3 (H): 0.32, atom 4 (O): -0.64, atom 5 (C): -1.02, atom 6 (H): 0.31

2.
# C2H9N2O

A molecular structure, C2H9N2O at a distorted geometry (ωB97M-V with the def2-TZVPD basis set, the Open Molecules 2025 dataset).

CARTESIAN COORDINATES (ANGSTROEM)
C 1.83685 1.15459 -0.01037
H 2.85841 1.21066 0.31508
C -1.52585 -0.15967 0.36997
H -1.73817 -1.24416 0.38123
N 1.27954 -0.23020 -0.08702
H -2.03760 1.77668 0.22854
H 1.77193 -0.74178 -0.82662
N -2.30242 0.87450 -0.06576
H -1.17769 -0.03783 1.34098
H 1.35287 -0.90366 0.76787
H 1.25328 1.63280 0.77304
H -2.71437 0.89340 -0.98584
O -0.00860 -0.18289 -0.61444
H 1.70198 1.58808 -1.03527

Forces on the atoms, in the same order (eV/Å):
-0.8 0.2 0.0
0.6 -0.5 -0.1
0.1 0.0 -0.9
-0.6 0.8 -1.5
0.3 -1.7 0.3
0.3 1.0 0.6
0.2 0.0 0.2
0.6 -2.2 -0.3
1.0 1.0 1.7
-0.1 1.9 -1.3
-0.2 0.4 -0.4
-0.1 -0.5 0.0
-1.4 -0.1 0.5
0.0 -0.3 1.2

Calculated values
Lowest unoccupied orbital energy, eV: -3.372
Charge: +1
Kohn-Sham gap, eV: 11.4
Energy relative to the best compared isomer or geometry (same formula, charge and spin), kJ/mol: 410.01
2S+1: 1

Atom charges from the Mulliken analysis, given in e for atoms 1 to 6: atom 1 (C): -0.64, atom 2 (H): 0.35, atom 3 (C): -0.24, atom 4 (H): 0.30, atom 5 (N): -0.16, atom 6 (H): 0.24

3.
# C18H26ClN3OS

A single C18H26ClN3OS molecule (ωB97M-V with the def2-TZVPD basis set, the Open Molecules 2025 dataset).

CARTESIAN COORDINATES (ANGSTROEM)
C 0.30227 2.30459 -1.33215
H 1.30132 -3.34812 -1.35808
H 0.90559 -3.62573 0.33821
H -3.21669 -1.80428 -0.54729
C 1.52656 2.98957 1.05252
C -3.23052 0.25120 -0.02624
H 3.51704 -2.19292 -1.60476
H -2.11010 4.20014 -0.58379
C 1.65421 2.06366 -1.16606
C 0.17947 3.23583 0.86318
N 1.49728 -0.73066 0.66679
H 2.00299 3.24626 1.98553
H 3.62693 -0.59727 -0.85938
H 3.48565 -3.45463 0.56978
C 0.25772 -0.70863 1.19531
C -1.92421 3.12429 -0.52471
C 2.11440 -1.87304 0.00201
H -0.17157 2.04340 -2.26761
H 2.14901 -0.10596 1.12293
H 2.30286 -0.96510 -1.96487
H -2.58799 3.04796 1.54808
H -0.38035 3.69964 1.66039
C -1.97863 -1.69131 1.22901
H -0.09685 -1.72337 -2.69910
Cl 3.93885 2.04843 0.27627
H -4.07247 -1.42279 0.93447
H -1.43507 -0.86679 -1.93021
H 2.23829 1.62285 -1.95892
C -0.45631 2.88116 -0.32089
H 0.21455 -0.35618 -1.60881
C 2.25280 2.39323 0.03704
N -0.68329 -1.48226 0.62669
H 2.52095 -2.82427 1.91106
C -0.41681 -1.22076 -1.78996
H 3.87024 -1.88171 1.27252
C 1.01486 -2.85584 -0.42932
H -2.10139 -2.76778 1.41117
C 3.05865 -2.55438 1.00405
H -1.10053 -2.96752 -0.74222
H -1.97723 -1.18632 2.19759
C -3.15463 -1.22209 0.37434
H -3.85034 2.73891 0.33037
C -0.35109 -2.18083 -0.60219
H -1.95570 0.84220 1.48485
S -0.05095 0.30529 2.48429
N -2.64601 1.13434 0.79759
O -3.87411 0.58066 -1.00647
C -2.80522 2.55718 0.59863
H -2.24329 2.67255 -1.46483
C 2.93891 -1.37276 -1.18681

Forces on the atoms, in the same order (eV/Å):
0.0 0.0 0.1
0.0 -0.1 0.0
0.0 0.0 0.0
-0.1 0.1 0.0
0.1 0.0 0.0
0.1 -0.4 0.3
0.1 -0.1 -0.1
0.0 0.0 -0.1
0.1 0.0 0.0
0.0 0.0 -0.2
0.0 -0.1 -0.1
0.1 0.0 0.1
0.1 0.1 0.0
0.1 -0.1 -0.1
-0.1 0.1 0.1
-0.2 0.0 0.2
0.2 -0.4 -0.2
-0.1 0.0 -0.1
-0.2 0.0 0.0
-0.1 0.1 -0.1
0.0 0.0 0.0
-0.1 0.0 0.1
-0.5 0.0 0.2
0.1 0.0 -0.1
0.2 0.0 0.1
0.0 0.0 -0.1
-0.1 0.1 0.0
0.1 -0.1 -0.1
0.0 0.1 0.0
0.1 0.1 0.0
-0.2 0.2 -0.1
0.4 0.0 0.0
-0.1 0.0 0.1
-0.1 -0.2 0.1
0.1 0.1 0.0
-0.2 0.1 0.1
0.0 0.1 0.0
-0.2 0.1 -0.1
0.1 0.1 0.1
0.0 -0.2 -0.1
0.2 0.0 -0.1
0.1 0.1 0.1
0.2 -0.2 -0.4
0.0 -0.1 0.0
0.2 0.3 0.9
0.1 0.2 0.2
-0.3 0.1 -0.4
-0.1 0.1 -0.4
0.0 0.1 0.0
-0.2 -0.1 0.2

Calculated values
Lowest unoccupied orbital energy, eV: 0.568
Kohn-Sham gap, eV: 8.7
Energy relative to the best compared isomer or geometry (same formula, charge and spin), kJ/mol: 0.00
SMILES string: C[C@H]1CC(C)(C)NC(=S)N1CCC(=O)NCCc1ccc(Cl)cc1
2S+1: 1

Atom charges from the Mulliken analysis, given in e for atoms 1 to 6: atom 1 (C): -0.19, atom 2 (H): 0.47, atom 3 (H): 0.41, atom 4 (H): 0.26, atom 5 (C): -0.67, atom 6 (C): 0.52

4.
# C13H25FN5O7S

2 unconnected molecules or ions with the total composition C13H25FN5O7S at a distorted geometry (ωB97M-V with the def2-TZVPD basis set, the Open Molecules 2025 dataset).

CARTESIAN COORDINATES (ANGSTROEM)
S -0.03030 2.59115 -4.92559
H -4.65967 1.47871 3.16539
C -3.03447 -0.41412 1.02334
O -0.34590 3.79676 -5.72024
C -2.34588 -0.27501 -0.31351
C 1.16369 -1.88056 -0.28333
C -4.04122 0.63032 2.87767
H -0.66188 -2.06586 -1.24157
H -0.04611 -1.94345 2.24767
N -0.93394 -0.42620 -2.79640
H -2.55465 0.67292 -0.80475
C 1.85332 -0.65664 0.34392
N -3.76067 0.69980 1.44076
N -0.34067 -1.78297 -0.31038
H 1.52785 -2.77630 2.34318
H 1.47907 -1.90516 -1.32583
H 2.00696 0.94152 -0.92544
H 3.27948 1.27938 1.84796
H 5.08540 -0.11604 -1.53785
C -0.83630 -0.39591 -0.06861
C 3.36256 -0.86853 0.05408
H 2.70367 -0.60898 2.38268
H -0.74929 -2.45468 0.34018
O 1.36426 2.65198 -4.40170
O 0.25895 0.21333 -2.16765
H 4.09483 2.36685 0.75340
F 1.04292 0.48140 2.35704
H -2.67551 -1.08253 -0.96851
H -0.68566 -0.19293 0.99257
H 3.49720 -1.40021 -0.88929
H 1.49747 -2.82176 0.14731
C 4.23112 0.37835 0.08704
C -5.02593 0.81080 0.65145
C 1.71298 -0.66599 1.93359
C 4.15227 1.38027 1.21357
O -2.91733 -1.45013 1.66068
O -0.77040 -0.46627 -3.92205
H -5.16462 -0.07467 0.03026
H -5.00715 1.69108 0.01289
H 5.07678 1.35996 1.79135
H -5.85743 0.86012 1.34915
C 0.99508 -1.84844 2.55864
C 0.07095 0.55584 -0.81931
H -4.55929 -0.28825 3.16590
H 0.98560 -1.71324 3.63953
H 3.72705 -1.55181 0.83180
H -3.11083 0.68533 3.43982
N 5.09185 0.60679 -0.81960
O -0.19135 1.35648 -5.76234
O -0.97749 2.47218 -3.75564
H -0.36048 1.55813 -0.72972
N 1.38307 0.60721 -0.19351

Forces on the atoms, in the same order (eV/Å):
0.0 -0.2 0.4
0.1 0.1 -0.1
-0.2 -0.3 -0.4
0.0 -0.1 0.1
0.1 -0.2 -0.2
0.4 0.3 -0.9
-0.1 0.1 0.2
0.0 0.2 -0.1
0.0 0.1 0.0
0.0 0.7 -0.2
0.0 0.0 0.0
0.4 -0.1 0.8
-0.5 -0.8 0.8
0.2 -0.8 -0.1
0.0 0.0 0.1
-0.2 0.1 0.0
0.0 0.2 0.1
0.1 0.0 0.1
-0.1 0.1 -0.1
-0.3 0.4 0.7
-0.3 -0.2 0.5
0.0 0.1 -0.1
-0.2 0.3 0.2
-0.1 0.0 0.0
0.4 -0.5 0.5
0.0 0.0 0.0
0.0 -0.1 0.0
-0.1 0.1 -0.1
0.3 -0.1 0.0
0.1 0.3 -0.2
-0.3 0.0 0.3
0.4 0.0 -0.6
0.6 0.2 -0.3
-0.5 0.1 -0.1
-0.1 0.2 -0.3
0.5 0.5 0.1
0.0 -0.6 -0.6
-0.1 0.0 -0.1
-0.1 0.0 0.0
-0.1 -0.1 0.1
0.0 0.1 0.0
0.2 -0.1 0.1
-0.1 0.8 -0.3
0.0 0.0 -0.1
0.0 0.0 0.0
0.1 0.0 -0.1
0.0 0.0 0.0
-0.1 -0.1 0.3
-0.1 0.0 0.1
-0.1 0.0 0.2
-0.1 0.0 -0.3
0.1 -0.5 -0.3

Calculated values
Lowest unoccupied orbital energy, eV: 1.150
Charge: -1
Kohn-Sham gap, eV: 3.1
2S+1: 1

Atom charges from the Mulliken analysis, given in e for atoms 1 to 6: atom 1 (S): 1.15, atom 2 (H): 0.43, atom 3 (C): 0.12, atom 4 (O): -0.76, atom 5 (C): -0.57, atom 6 (C): -2.52